{
  "formula": "C4H7N3O",
  "method": "ωB97M-V/def2-TZVPD",
  "species": ["C", "C", "C", "C", "H", "H", "H", "H", "H", "H", "H", "N", "N", "N", "O"],
  "coordinates": [[2.636, 0.521, 0.146], [0.784, -0.878, -0.077], [-1.510, -0.420, -0.038], [-1.426, 1.031, -0.340], [3.263, -0.263, -0.073], [3.087, 0.830, 1.132], [2.998, 1.379, -0.465], [1.506, -1.695, -0.279], [-3.520, -0.211, -0.110], [-2.993, -1.752, 0.355], [-0.610, 1.443, -0.868], [1.258, 0.300, 0.166], [-0.467, -1.234, -0.034], [-2.787, -0.784, 0.260], [-2.218, 1.733, 0.225]],
  "forces_ev_per_a": [[1.721, 2.827, 1.443], [4.293, 1.957, -0.045], [1.461, -1.438, -0.426], [-0.228, 0.141, 1.446], [1.156, -2.482, -1.097], [-1.052, -0.122, -0.294], [-0.829, -0.454, -0.102], [-0.369, 0.166, -0.080], [-0.136, 0.308, 0.194], [0.029, -0.634, 0.126], [0.999, 0.200, -1.109], [-1.853, -0.599, 0.017], [-5.595, -0.578, 0.491], [1.148, -0.260, -0.417], [-0.745, 0.967, -0.146]],
  "homo_lumo_gap_ev": 8.543,
  "total_energy_ha": -396.068964
}